{
  "formula": "C20H60O10",
  "method": "the ωB97M-V functional and the def2-TZVPD basis",
  "fmax_ha_per_bohr": 0.0397,
  "e_tot_ha": -1550.2968,
  "smiles": "CCO.CCO.CCO.CCO.CCO.CCO.CCO.CCO.CCO.CCO",
  "de_lowest_kcal_mol": 24.7,
  "elements": ["H", "C", "H", "C", "H", "H", "C", "H", "H", "O", "H", "H", "H", "O", "H", "H", "C", "C", "H", "H", "H", "H", "C", "C", "H", "H", "H", "H", "H", "H", "C", "C", "H", "C", "H", "H", "H", "H", "O", "H", "H", "H", "C", "H", "H", "O", "H", "H", "H", "H", "H", "O", "H", "H", "O", "H", "C", "H", "H", "H", "H", "C", "H", "H", "O", "H", "C", "H", "C", "H", "O", "C", "H", "C", "O", "C", "C", "H", "C", "H", "H", "H", "H", "O", "H", "H", "H", "H", "H", "H"],
  "positions_angstrom": [[-25.09390, 21.18244, 15.67430], [-18.32667, 21.74280, 8.07745], [-21.13500, 25.18108, 15.82469], [-25.92030, 27.53522, 9.80173], [-22.84465, 25.16762, 6.60019], [-24.42430, 19.69850, 15.13209], [-22.31554, 22.17779, 10.49480], [-20.63935, 24.52820, 6.05725], [-25.91104, 19.20356, 8.82868], [-20.92330, 22.27997, 14.14668], [-19.93984, 18.54704, 9.61501], [-23.53630, 18.16357, 7.15651], [-17.49350, 21.70167, 8.77854], [-23.02892, 21.18290, 15.57401], [-19.27571, 21.82448, 8.61519], [-18.26181, 22.66453, 7.49249], [-21.34296, 23.70290, 6.25624], [-18.36203, 20.51473, 7.17534], [-19.70108, 19.08648, 14.50940], [-17.72675, 18.55013, 12.27455], [-19.63567, 23.19990, 15.50302], [-17.80242, 17.46596, 13.64470], [-24.87305, 18.91471, 8.64786], [-22.74848, 24.22072, 6.06321], [-22.85141, 24.44609, 5.00034], [-19.91995, 16.73097, 8.15432], [-24.99611, 18.97934, 6.56084], [-22.45249, 24.29543, 15.03705], [-19.24444, 17.64208, 12.65526], [-25.52411, 20.87132, 13.33556], [-25.35206, 26.42013, 8.99374], [-18.82091, 19.35182, 13.90586], [-22.84080, 21.75547, 9.63442], [-20.86083, 17.27429, 8.10802], [-18.21596, 19.61116, 7.76974], [-21.12945, 23.40910, 7.29512], [-21.28933, 20.27354, 9.20422], [-24.56023, 18.32356, 9.51318], [-25.26788, 17.03242, 7.10736], [-22.36995, 25.11532, 12.74256], [-17.62501, 20.58077, 6.37459], [-25.16858, 16.49790, 7.90008], [-20.91053, 18.38816, 9.12730], [-20.04754, 24.14078, 14.04539], [-26.06656, 25.59513, 9.02720], [-21.30921, 19.61691, 8.49162], [-23.50786, 23.50512, 6.36521], [-21.81963, 26.45726, 11.71832], [-21.30453, 24.02221, 10.98481], [-20.24283, 20.00798, 6.97751], [-26.14493, 27.19763, 10.82016], [-21.17875, 21.33372, 10.69381], [-25.27776, 26.68966, 7.93884], [-24.20308, 28.62207, 13.18259], [-21.11339, 22.61537, 5.39379], [-22.86270, 20.59656, 16.31704], [-21.51248, 24.18594, 15.57908], [-25.39910, 28.49001, 9.84333], [-19.57651, 21.13101, 13.57274], [-20.47065, 22.02513, 5.81576], [-23.01303, 22.16932, 11.33616], [-22.12577, 26.18640, 12.72685], [-27.71218, 28.37693, 9.81076], [-24.41522, 22.18745, 13.36760], [-19.13039, 20.44741, 13.04833], [-21.25604, 26.27091, 13.37720], [-20.43286, 23.45589, 14.79940], [-23.51056, 26.80392, 14.26773], [-23.38668, 26.83975, 13.17068], [-21.59204, 18.17854, 9.95991], [-27.23687, 27.79627, 9.21020], [-24.49034, 21.11830, 13.57701], [-24.29164, 26.31160, 12.84007], [-24.61269, 18.27735, 7.30100], [-23.40274, 28.22679, 12.82731], [-18.38744, 18.17715, 13.05841], [-21.93022, 23.62090, 10.19003], [-24.38534, 26.05048, 9.33337], [-24.30052, 20.78556, 15.02956], [-24.31502, 19.85874, 8.64277], [-22.85524, 24.20535, 10.13828], [-21.46193, 23.71040, 9.21118], [-21.76386, 23.68612, 16.51768], [-19.59340, 20.47139, 6.42711], [-21.68366, 16.57437, 8.26072], [-20.81519, 21.47108, 11.57787], [-21.65888, 21.93082, 14.67904], [-20.98512, 17.67116, 7.09998], [-23.78214, 20.53867, 12.98919], [-18.03828, 19.65830, 14.61152]],
  "forces_ev_per_angstrom": [[0.054, 0.376, -0.253], [-0.297, 0.124, -0.257], [-0.124, 0.016, 0.063], [-1.994, 0.338, 0.279], [-0.264, -0.099, 0.105], [0.293, 0.045, -0.041], [0.170, 0.335, -0.375], [-0.032, -0.086, -0.147], [-0.118, -0.271, -0.302], [0.221, 0.404, 0.033], [0.053, -0.053, -0.218], [0.038, 0.071, -0.064], [-0.032, 0.048, 0.065], [-0.290, -0.165, -0.347], [0.180, -0.218, 0.261], [0.193, -0.108, -0.076], [0.403, 0.081, 0.293], [-0.523, 0.679, -0.639], [0.057, -0.015, -0.047], [-0.181, -0.113, -0.166], [0.184, -0.043, -0.197], [-0.083, -0.005, 0.091], [0.057, 0.673, 0.316], [0.449, 0.362, -0.139], [-0.237, -0.073, 0.007], [-0.008, -0.083, -0.035], [0.061, -0.280, -0.303], [0.140, 0.022, -0.248], [0.029, 0.110, -0.287], [0.081, -0.316, -0.229], [0.163, -0.430, -0.555], [-0.232, 0.337, 0.156], [-0.060, 0.002, 0.052], [-0.314, -0.222, -0.084], [-0.040, -0.140, -0.153], [-0.280, -0.026, -0.111], [0.141, 0.170, 0.013], [0.214, -0.095, -0.156], [-0.221, 0.007, -0.146], [0.318, 0.037, -0.274], [0.422, -0.143, 0.383], [0.083, 0.047, 0.018], [0.181, 0.679, 0.443], [0.177, -0.247, -0.184], [0.084, -0.048, 0.095], [-0.016, -0.577, 0.132], [-0.068, -0.021, 0.049], [-0.211, 0.069, -0.072], [0.120, 0.069, -0.116], [-0.255, 0.225, 0.175], [0.515, 0.027, 0.109], [-0.448, 0.188, 0.132], [0.145, 0.154, 0.064], [0.001, 0.010, 0.008], [-0.010, 0.052, -0.014], [0.190, 0.111, 0.057], [-0.075, 0.108, 0.367], [0.550, -0.231, -0.134], [-0.150, -0.054, -0.015], [0.036, -0.291, -0.181], [0.195, -0.254, 0.148], [0.148, -1.289, -0.135], [-0.023, 0.041, -0.062], [0.347, -0.031, 0.048], [0.021, -0.148, -0.010], [-0.167, 0.532, 0.175], [-0.579, 0.096, 0.203], [0.432, -0.309, -0.076], [-0.847, 1.041, 1.496], [-0.151, -0.120, -0.198], [0.548, -0.028, 0.115], [-0.076, 0.452, 0.328], [0.226, 0.128, -0.678], [-0.183, 0.036, 0.393], [0.063, -0.169, -0.445], [0.346, 0.020, 0.292], [-0.536, -0.268, -0.070], [0.047, 0.173, 0.110], [-0.545, -0.650, 0.806], [0.113, -0.165, 0.258], [0.097, 0.095, 0.101], [0.273, -0.015, 0.220], [0.114, -0.065, -0.049], [0.340, -0.276, 0.327], [0.092, -0.094, -0.036], [0.128, -0.141, -0.012], [-0.002, -0.189, -0.071], [0.147, 0.083, 0.013], [-0.100, 0.135, -0.295], [0.087, -0.142, -0.100]]
}